# C19H10CoIN4O2SSe3Te

A structure of composition C19H10CoIN4O2SSe3Te (ωB97M-V/def2-TZVPD, OMol25).

## Properties
Total charge: -1
Energy above the lowest of the compared OMol25 structures with the same formula, charge and spin, kJ/mol: 22.7
Multiplicity: 2
Orbital gap (spin up / spin down), eV: 4.84 / 4.88

Last column: Löwdin charge in e.
Geometry (Å):
Co: 0.063 0.173 0.168  0.110
Se: 0.290 0.325 2.515  0.137
Se: -1.229 -1.172 3.401  -0.215
Te: -3.267 -0.830 1.949  0.180
Se: -2.260 -1.444 -0.211  -0.159
S: -3.018 4.188 -5.156  0.980
N: -2.034 2.905 -5.256  -0.222
C: -1.783 2.520 -4.021  -0.297
C: -0.951 1.396 -3.638  -0.079
C: -0.307 0.540 -4.529  0.010
C: 0.456 -0.487 -4.021  -0.019
C: 0.579 -0.627 -2.641  -0.063
N: -0.032 0.178 -1.790  0.022
C: -0.803 1.167 -2.272  -0.138
C: -1.471 1.970 -1.269  -0.136
N: -1.242 1.606 0.014  -0.013
C: -1.844 2.304 0.968  -0.170
C: -2.662 3.402 0.702  -0.023
C: -2.883 3.787 -0.597  0.007
C: -2.281 3.046 -1.615  -0.082
C: -2.432 3.325 -3.031  -0.295
N: -3.158 4.298 -3.545  -0.222
H: -0.415 0.696 -5.594  0.118
H: 0.968 -1.181 -4.673  0.110
H: 1.195 -1.403 -2.206  0.129
H: -1.664 1.973 1.981  0.020
H: -3.104 3.940 1.529  0.112
H: -3.503 4.639 -0.844  0.117
I: 0.876 -6.817 3.166  0.787
C: 1.460 -5.057 2.173  -0.727
C: 2.804 -4.711 2.148  -0.161
C: 3.179 -3.526 1.535  -0.022
C: 2.227 -2.700 0.947  -0.127
C: 0.894 -3.087 0.954  -0.060
C: 0.498 -4.266 1.574  -0.149
C: 2.685 -1.389 0.341  -0.599
O: 3.882 -1.198 0.178  0.032
O: 1.772 -0.544 0.008  -0.192
H: 3.547 -5.353 2.602  0.083
H: 4.216 -3.218 1.509  0.114
H: 0.140 -2.467 0.489  0.003
H: -0.549 -4.538 1.589  0.097



# C19H10F5FeIN4O2S

A structure of composition C19H10F5FeIN4O2S (ωB97M-V/def2-TZVPD, OMol25).

## Properties
Total charge: +1
Multiplicity: 2
Orbital gap (spin up / spin down), eV: 7.70 / 7.05

Last column: Löwdin charge in e.
Geometry (Å):
Fe: 0.268 -0.829 -0.271  0.467
F: 2.723 0.197 5.584  0.155
C: 2.648 -0.171 4.315  -0.126
C: 1.410 -0.346 3.715  -0.137
F: 0.288 -0.151 4.395  0.148
C: 1.383 -0.728 2.394  -0.181
F: 0.148 -0.913 1.798  0.027
C: 2.503 -0.945 1.618  -0.461
S: 2.355 -1.433 -0.065  0.851
C: 3.727 -0.763 2.248  -0.223
F: 4.854 -0.953 1.570  0.114
C: 3.804 -0.383 3.578  -0.129
F: 4.985 -0.213 4.154  0.153
N: -0.068 -1.905 -4.086  0.148
C: 0.514 -0.696 -4.400  -0.023
C: 0.775 -0.074 -3.218  -0.037
N: 0.361 -0.891 -2.203  0.011
C: -0.139 -1.985 -2.748  -0.212
C: -0.625 -2.966 -1.805  -0.217
N: -0.490 -2.635 -0.533  0.026
C: -0.995 -3.668 0.212  -0.045
C: -1.441 -4.633 -0.635  -0.027
N: -1.195 -4.176 -1.912  0.148
H: -0.368 -2.596 -4.753  0.175
H: 0.687 -0.395 -5.418  0.131
H: 1.230 0.883 -3.030  0.135
H: -1.004 -3.650 1.287  0.129
H: -1.899 -5.588 -0.451  0.130
H: -1.412 -4.673 -2.760  0.175
I: -3.471 6.894 0.487  0.924
C: -2.578 5.027 0.281  -0.726
C: -3.371 3.913 0.028  -0.131
C: -2.775 2.673 -0.110  0.000
C: -1.393 2.551 0.008  -0.139
C: -0.605 3.670 0.262  0.001
C: -1.197 4.912 0.400  -0.131
C: -0.766 1.236 -0.132  -0.507
O: -1.428 0.176 -0.377  -0.008
O: 0.497 1.070 -0.013  -0.038
H: -4.443 4.017 -0.060  0.099
H: -3.375 1.794 -0.304  0.125
H: 0.468 3.560 0.354  0.126
H: -0.593 5.786 0.599  0.099



# C19H11Br3CoN9OS2

A structure of composition C19H11Br3CoN9OS2 (ωB97M-V/def2-TZVPD, OMol25).

## Properties
Total charge: -1
Energy above the lowest of the compared OMol25 structures with the same formula, charge and spin, kJ/mol: 35.4
Multiplicity: 2
Orbital gap (spin up / spin down), eV: 6.19 / 6.10

Last column: Löwdin charge in e.
Geometry (Å):
Co: -0.029 0.051 0.180  0.305
Br: -3.480 -3.331 -1.518  0.746
C: -3.682 -1.534 -0.974  -0.613
C: -4.955 -0.944 -1.017  -0.182
C: -5.144 0.356 -0.644  -0.641
Br: -6.885 1.108 -0.763  0.728
C: -4.054 1.139 -0.192  -0.191
C: -4.119 2.491 0.219  -0.030
C: -2.990 3.129 0.643  -0.036
C: -1.767 2.432 0.672  -0.130
N: -1.680 1.183 0.289  0.023
C: -2.791 0.523 -0.146  -0.112
C: -2.552 -0.838 -0.560  -0.408
O: -1.357 -1.299 -0.509  -0.121
H: -5.795 -1.533 -1.359  0.090
H: -5.070 3.006 0.194  0.078
H: -3.019 4.161 0.963  0.105
H: -0.854 2.889 1.030  0.081
S: 0.659 0.731 2.228  0.638
C: 2.222 0.002 2.601  -0.748
C: 2.224 -0.758 3.829  -0.335
N: 2.220 -1.352 4.817  0.128
C: 3.378 0.106 1.882  -0.834
S: 3.676 0.943 0.406  0.476
C: 4.532 -0.617 2.410  -0.315
N: 5.458 -1.180 2.799  0.132
N: 2.785 4.052 -1.023  0.129
N: 2.045 2.958 -1.463  -0.317
N: 2.338 2.304 -2.564  0.137
C: 1.447 1.325 -2.501  -0.220
N: 0.667 1.409 -1.418  -0.004
N: 1.070 2.492 -0.772  0.072
H: 3.755 3.764 -1.129  0.082
H: 2.592 4.091 -0.025  0.088
H: 1.358 0.560 -3.252  0.111
Br: 2.188 -5.928 -0.953  0.749
C: 1.821 -4.124 -0.542  -0.679
C: 2.115 -3.137 -1.465  -0.087
C: 1.823 -1.831 -1.121  -0.104
N: 1.264 -1.492 0.041  -0.018
C: 1.010 -2.457 0.926  -0.099
C: 1.277 -3.794 0.680  -0.075
H: 2.562 -3.368 -2.421  0.104
H: 2.091 -1.014 -1.774  0.082
H: 0.587 -2.133 1.868  0.105
H: 1.059 -4.541 1.428  0.110



# C19H11CsF16N4O4S2

A structure of composition C19H11CsF16N4O4S2 in a non-equilibrium geometry (ωB97M-V/def2-TZVPD, OMol25).

## Properties
Total charge: -2
Energy above the lowest of the compared OMol25 structures with the same formula, charge and spin, kJ/mol: 191.7
Multiplicity: 1
Orbital gap, eV: 5.50

Last column: Löwdin charge in e.
Geometry (Å):
Cs: -1.103 -0.223 0.232  1.520
C: 1.373 4.239 0.683  -0.132
N: 1.623 2.907 0.170  -0.203
C: 0.708 2.584 -0.944  -0.218
C: 1.305 1.832 -2.139  -0.245
N: 0.262 0.954 -2.651  -0.007
C: 0.325 0.487 -3.888  -0.236
C: -0.726 -0.378 -4.341  -0.165
F: -1.698 -0.703 -3.461  0.054
C: -0.810 -0.910 -5.601  -0.175
F: -1.855 -1.697 -5.935  0.076
C: 0.161 -0.654 -6.560  -0.187
F: 0.060 -1.147 -7.821  0.050
C: 1.214 0.143 -6.178  -0.180
F: 2.194 0.411 -7.070  0.072
C: 1.305 0.679 -4.907  -0.145
F: 2.438 1.391 -4.653  0.038
C: 1.540 1.904 1.244  -0.216
C: 2.438 0.667 1.070  -0.247
N: 1.726 -0.493 1.585  -0.049
C: 2.355 -1.644 1.772  -0.240
C: 1.602 -2.750 2.292  -0.164
F: 0.292 -2.551 2.550  0.053
C: 2.121 -3.989 2.563  -0.173
F: 1.328 -4.955 3.072  0.079
C: 3.459 -4.274 2.329  -0.185
F: 3.974 -5.504 2.580  0.052
C: 4.228 -3.264 1.800  -0.177
F: 5.528 -3.504 1.525  0.074
C: 3.709 -2.008 1.537  -0.145
F: 4.577 -1.106 1.004  0.044
H: 2.097 4.478 1.465  0.073
H: 0.363 4.369 1.111  0.086
H: 1.484 4.977 -0.114  0.074
H: 0.255 3.513 -1.300  0.109
H: -0.123 1.972 -0.599  -0.010
H: 2.194 1.287 -1.804  0.096
H: 1.668 2.572 -2.860  0.100
H: 0.512 1.544 1.366  0.027
H: 1.787 2.399 2.186  0.108
H: 3.386 0.868 1.584  0.103
H: 2.701 0.573 0.010  0.094
F: -5.199 -2.675 3.714  0.134
C: -4.209 -2.875 2.842  -0.688
F: -3.117 -3.242 3.501  0.154
F: -4.565 -3.856 2.003  0.130
S: -3.923 -1.389 1.827  0.586
O: -2.879 -1.765 0.892  -0.629
O: -5.206 -1.033 1.275  -0.272
N: -3.409 -0.412 2.986  -0.287
S: -3.221 1.114 2.598  0.568
O: -2.783 1.243 1.216  -0.636
O: -2.512 1.803 3.628  -0.266
C: -4.927 1.872 2.640  -0.663
F: -5.440 1.959 1.417  0.137
F: -4.838 3.107 3.150  0.120
F: -5.748 1.156 3.410  0.129



# C19H12AsF3N2O6PtS2

A structure of composition C19H12AsF3N2O6PtS2 in a non-equilibrium geometry (ωB97M-V/def2-TZVPD, OMol25).

## Properties
Total charge: -2
Energy above the lowest of the compared OMol25 structures with the same formula, charge and spin, kJ/mol: 25.2
Multiplicity: 1
Orbital gap, eV: 6.66

Last column: Löwdin charge in e.
Geometry (Å):
Pt: 0.607 0.597 -1.103  0.878
F: 5.489 0.543 2.673  0.100
C: 4.716 -0.283 1.906  -0.578
F: 5.276 -0.311 0.692  0.107
F: 4.888 -1.518 2.450  0.115
C: 3.291 0.145 1.921  -0.131
C: 2.691 0.282 3.178  -0.020
C: 1.404 0.744 3.307  -0.051
C: 0.720 1.082 2.125  -0.078
N: 1.268 0.838 0.913  -0.122
C: 2.530 0.383 0.775  -0.678
S: 2.850 0.128 -0.912  0.618
H: 3.279 0.047 4.058  0.119
H: 0.922 0.843 4.267  0.098
H: -0.224 1.615 2.109  0.116
O: 0.366 -2.545 1.471  -0.303
As: -1.174 -2.136 0.599  0.831
O: -2.313 -3.262 0.944  -0.512
O: -0.626 -1.819 -0.945  -0.531
C: -1.774 -0.654 1.757  -0.230
C: -1.783 -1.023 3.132  -0.115
C: -2.523 -0.321 4.056  -0.112
C: -3.323 0.744 3.650  -0.098
C: -3.343 1.130 2.317  -0.084
C: -2.594 0.444 1.369  -0.266
S: -2.705 1.082 -0.300  0.451
O: -3.288 0.014 -1.078  -0.315
O: -3.480 2.300 -0.179  -0.346
O: -1.325 1.439 -0.716  -0.482
H: 0.973 -2.685 0.738  0.005
H: -1.174 -1.861 3.444  0.097
H: -2.516 -0.628 5.097  0.090
H: -3.920 1.285 4.375  0.088
H: -3.935 1.972 1.989  0.096
N: -0.383 -0.339 -8.364  0.097
C: -0.244 -0.182 -7.231  -0.222
C: -0.058 0.013 -5.821  -0.276
C: 1.127 0.576 -5.348  -0.074
C: 1.306 0.761 -3.988  -0.143
C: 0.330 0.386 -3.055  -0.343
C: -0.851 -0.187 -3.551  -0.095
C: -1.047 -0.364 -4.908  -0.043
H: 1.898 0.865 -6.052  0.100
H: 2.239 1.191 -3.638  0.063
H: -1.606 -0.517 -2.849  0.070
H: -1.962 -0.814 -5.273  0.109